Molecular formula: C35H36FIrN8SSi
Method: DFT, ωB97M-V/def2-TZVPD

Structure (ORCA input):
```
! wB97M-V def2-TZVPD RIJCOSX def2/J DEFGRID3
* xyz 1 2
H 2.812 -4.078 -2.048
C 3.290 -3.302 -0.118
Si -1.259 3.148 -1.028
C -1.254 -2.778 0.105
N -0.215 -1.961 -0.097
H -2.604 -0.323 4.570
S -1.176 -0.312 2.456
C 3.945 -0.472 -0.561
H 2.684 2.085 3.543
C 0.532 -4.099 0.152
H 1.204 -4.929 0.235
C 4.099 -3.416 1.008
H -0.002 -1.093 -5.511
H -2.265 -2.417 0.146
C 5.173 -5.326 0.024
H -3.823 -1.514 -3.632
H 1.163 5.870 2.259
C -2.990 -0.466 -1.252
C -2.782 -1.242 -3.606
N -0.901 -0.409 -2.373
H -4.464 1.075 2.779
C 3.864 0.878 -0.827
C 0.917 -2.745 -0.077
C -2.598 3.962 0.075
H -0.166 4.764 0.581
H 2.604 4.561 3.793
H 4.674 1.572 -0.947
H -3.286 2.646 4.876
H -2.416 1.667 6.055
H -3.267 3.181 0.428
N -2.378 0.062 -0.177
C 2.611 -0.950 -0.447
H -2.234 4.493 0.947
F 1.428 0.721 1.860
H -4.820 -0.649 -0.186
C 5.034 -4.430 1.082
H 4.511 -5.878 -1.945
C 1.311 2.071 1.933
H -2.777 3.276 -2.935
C -1.996 -1.372 -4.723
H -2.406 -1.766 -5.639
H 3.974 -2.726 1.828
C 0.453 2.752 1.032
C -0.647 -1.004 -4.655
C -2.743 0.324 2.067
H 0.596 3.461 -2.675
N -3.158 0.426 0.832
H 0.896 -0.298 -3.337
C 0.073 4.134 -1.999
C 0.447 4.159 1.222
C 2.014 4.068 3.041
H -3.163 1.829 -2.038
H -0.392 4.899 -2.612
C 2.231 -2.276 -0.203
H -1.693 1.984 4.470
C 1.202 4.793 2.180
H -4.612 -1.854 -1.471
H 5.658 -4.542 1.956
C 4.384 -5.194 -1.119
C 2.062 2.691 2.903
C -2.626 1.791 4.997
H -1.806 1.847 -3.151
Ir -0.255 0.101 -0.111
N 6.866 -7.238 0.208
H -5.015 -0.190 -1.879
H 2.063 2.140 -1.127
C 2.498 1.186 -0.898
H -1.480 -4.953 0.423
C 3.442 -4.190 -1.178
H 0.822 4.616 -1.376
C -0.150 -0.551 -3.447
C 6.114 -6.378 0.121
N -0.283 2.128 0.081
H 4.832 -1.061 -0.430
N 1.742 0.104 -0.656
N -3.596 0.642 3.050
H -4.205 0.314 5.003
C -2.345 2.427 -2.415
C -0.837 -4.111 0.257
C -3.283 0.526 4.455
C -2.223 -0.720 -2.414
C -4.444 -0.814 -1.193
H -3.191 4.652 -0.517
*
```

DFT total energy ... -2685.06439 Ha
E_LUMO (spin up / spin down) ... -0.135 / -0.179 Ha
Highest occupied orbital energy (spin up / spin down) ... -10.2348 / -10.2452 eV
Energy relative to the best compared isomer or geometry (same formula, charge and spin) ... 73.3 kcal/mol
HOMO-LUMO gap (spin up / spin down) ... 0.2407 / 0.1977 hartree

Molecular formula: C35H36NO2
Method: DFT, ωB97M-V/def2-TZVPD

Structure (ORCA input):
```
! wB97M-V def2-TZVPD RIJCOSX def2/J DEFGRID3
* xyz 1 1
H -0.426 0.738 -2.668
C -3.102 -2.694 1.413
H 1.546 -5.093 -2.562
C 1.283 0.010 -1.554
H 1.847 5.583 -5.766
C 2.866 1.367 4.740
H 3.316 6.139 -4.878
C -2.718 -3.347 0.232
H 2.509 1.660 -3.343
C 2.614 -1.045 4.790
H -6.184 -4.060 1.867
C -2.995 0.065 0.502
C 2.095 2.572 -2.907
H -3.845 1.942 1.128
H 2.695 -1.994 5.324
C -4.334 -2.976 2.019
C -5.210 -3.874 1.409
H -0.678 0.358 3.022
H -1.596 -3.248 3.315
C 0.863 -2.403 -2.925
H -1.742 -1.633 4.078
C -2.905 1.585 0.697
C -1.430 -2.173 3.174
H 2.736 -3.055 -2.016
H -4.583 -2.462 2.955
H 2.011 7.305 -5.281
C 0.219 -0.119 -2.476
C 1.557 0.217 1.396
O 0.528 -3.550 -3.573
H -2.154 2.492 2.556
C -4.833 -4.527 0.230
H -0.931 2.406 1.279
C -2.143 -0.466 1.638
C -1.772 1.863 1.735
C 2.950 0.154 5.440
H -5.513 -5.239 -0.239
C 2.230 6.274 -5.000
H 2.754 3.801 -4.555
H 0.535 3.704 -0.087
C 2.061 0.192 2.753
C 2.209 3.760 -3.610
C -0.037 -1.325 -3.085
H 0.916 -5.398 -4.217
C 2.147 -1.084 -1.360
H 1.997 -1.970 2.929
H -0.362 -1.982 3.003
N -2.207 -1.751 2.022
C 0.971 3.717 -1.086
C 2.194 -1.035 3.462
C 2.450 1.387 3.410
C 0.929 4.867 -1.843
H 0.424 5.760 -1.486
H -2.735 2.108 -0.251
H 2.408 -4.420 -3.998
C 1.681 1.306 0.552
H 3.277 0.144 6.480
H 3.138 2.303 5.226
H -2.593 -0.246 -0.479
H 1.119 -0.709 1.011
H -1.733 -3.113 -0.187
H 1.953 2.273 0.975
H -4.031 -0.303 0.542
C 2.003 -2.251 -2.098
C 1.483 1.278 -0.849
C 1.576 4.921 -3.100
C 1.504 2.521 -1.619
O 1.535 6.116 -3.745
H -0.910 -1.468 -3.715
C 1.425 -4.678 -3.574
H 2.977 -0.991 -0.656
C -1.398 0.520 2.226
H -3.269 -4.788 -1.259
H 2.422 2.332 2.868
C -3.586 -4.271 -0.350
*
```

DFT total energy ... -1560.24901 Ha
E_LUMO ... -0.175 Ha
Highest occupied orbital energy ... -9.5190 eV
HOMO-LUMO gap ... 0.1746 hartree

Molecular formula: C35H37AsBIrN13O2S4
Method: DFT, ωB97M-V/def2-TZVPD

Structure (ORCA input):
```
! wB97M-V def2-TZVPD RIJCOSX def2/J DEFGRID3
* xyz 1 1
C -0.098 1.173 -4.733
H -1.864 -0.745 4.116
C -0.749 2.714 -3.001
N 0.730 2.118 2.141
S 0.106 3.259 -1.584
H -5.542 -1.106 2.762
C 2.279 3.025 0.932
H -7.621 -0.721 -0.187
C 0.140 1.833 -3.551
C -3.562 2.452 -5.356
C -2.277 2.258 -4.739
N -7.034 -0.641 0.624
H -3.183 1.151 2.241
Ir 1.138 0.345 -0.231
N 0.527 -0.331 2.548
N 1.158 -0.759 1.436
O -1.840 -4.492 -0.305
H 3.773 -3.489 -2.338
C 0.716 -1.239 3.521
H 4.835 -0.205 3.156
C -0.294 -2.221 -1.073
N -4.591 2.627 -5.836
O -1.446 -3.682 2.013
H 5.877 0.743 -2.624
H 0.611 0.498 -5.189
H -5.841 -1.723 -1.474
H 2.150 -2.521 0.904
C -1.927 0.597 -0.716
H 4.122 -3.231 -0.636
H -3.324 0.548 6.018
C 4.505 -0.701 1.084
As 3.571 -0.079 -0.511
C 4.310 0.206 2.294
C 1.078 3.265 2.752
H 3.708 -1.093 -2.805
H 4.143 2.169 -1.558
H -7.509 -0.479 1.493
C -1.990 2.939 -3.556
H -2.715 3.614 -3.121
H 2.556 4.813 2.216
H 6.581 0.360 -1.051
C 1.678 -1.955 1.687
H -1.805 0.383 -1.766
H 4.170 -1.709 1.308
S 1.478 1.883 -2.382
C -3.367 -2.615 0.654
H -4.104 0.788 -0.311
C -2.599 0.963 5.339
H 5.170 -1.391 -1.883
H 4.700 1.210 2.124
S -1.801 -3.407 0.648
C 4.702 1.468 -0.938
H 0.572 3.559 3.653
C -3.904 -2.132 1.838
C -5.832 -1.311 0.639
C -5.289 -1.824 -0.547
C -5.121 -1.477 1.834
H -2.529 3.169 5.764
H 0.585 -2.701 -4.470
N -1.879 0.127 -7.518
C -1.856 0.294 4.405
S -0.579 -3.362 -2.389
H 1.587 -0.630 -3.238
C 2.065 3.880 2.006
H 0.321 -1.078 4.509
C -3.085 0.800 0.031
C -2.193 2.307 5.210
C -2.639 0.975 1.327
C -1.340 1.393 -5.329
H 6.655 2.000 -1.672
H 2.519 -2.846 -1.295
N -0.865 0.676 0.080
H -3.364 -2.291 2.763
N 0.559 -1.228 -1.466
C -1.652 0.703 -6.551
C 0.915 -1.356 -2.804
N -0.834 -2.226 0.118
H 3.255 0.295 2.560
H 4.885 1.959 0.018
N -1.046 1.200 3.786
C 4.082 -1.415 -1.833
H 5.556 -0.772 0.797
N 1.480 1.962 1.024
C 6.025 1.114 -1.610
N -1.279 2.448 4.271
C 3.591 -2.821 -1.496
H 2.959 3.128 0.102
C 1.440 -2.294 3.012
N -1.298 0.886 1.332
B -0.286 0.993 2.504
C -4.070 -2.470 -0.537
C 0.411 -2.412 -3.446
H -3.664 -2.881 -1.454
H 1.713 -3.204 3.515
*
```

DFT total energy ... -6175.88889 Ha
E_LUMO ... -0.147 Ha
Highest occupied orbital energy ... -9.9672 eV
Energy relative to the best compared isomer or geometry (same formula, charge and spin) ... 21.9 kcal/mol
HOMO-LUMO gap ... 0.2197 hartree

Q: Number 2 is which compound?
A: C35H36NO2